1.
A 17-piece molecular cluster, C39H61BrN16O5S overall, computed with the ωB97M-V functional and the def2-TZVPD basis.

The calculation puts the calculated total energy at -5747.0178 Ha. For the HOMO energy, the calculation gives -9.79 eV. The calculation puts the LUMO energy at 0.010 hartree. As for the orbital gap: 10.1 eV.

Structure (XYZ):
```
123
Properties=species:S:1:pos:R:3:forces:R:3
C 3.336 -0.577 -1.408 -0.399 -0.234 0.620
C 2.128 0.257 -1.729 -0.241 1.727 0.490
O 1.987 1.397 -1.271 -0.190 -2.435 -1.115
O 1.145 -0.284 -2.523 0.747 0.417 0.469
C 1.371 -1.550 -3.166 -0.388 -0.260 -0.218
C 1.148 -2.763 -2.247 0.477 0.451 0.090
O -0.035 -3.511 -2.627 0.233 0.040 0.333
S -1.308 -3.377 -1.623 0.279 -0.131 -0.155
O -0.850 -3.705 -0.285 -0.005 0.027 -0.092
O -1.419 -1.773 -1.674 -0.409 -0.045 -0.035
C -2.672 -1.333 -2.275 0.152 -0.228 0.215
C -3.806 -1.201 -1.267 0.045 0.322 -0.684
C -4.939 -0.375 -1.916 0.195 -0.414 0.718
Br -3.083 -0.325 0.321 -0.254 -0.055 0.156
H 3.024 -1.335 -0.675 0.023 0.095 -0.066
H 4.070 0.050 -0.901 -0.037 -0.046 -0.269
H 3.776 -1.128 -2.232 0.002 0.298 -0.077
H 0.621 -1.608 -3.961 0.112 0.155 0.144
H 2.352 -1.578 -3.647 -0.050 0.052 0.193
H 2.007 -3.439 -2.287 -0.258 -0.061 -0.128
H 1.075 -2.404 -1.216 -0.172 -0.200 -0.068
H -2.478 -0.368 -2.745 0.144 -0.147 0.038
H -2.942 -2.090 -3.023 -0.183 0.398 -0.131
H -4.184 -2.184 -0.973 0.228 0.162 0.225
H -5.886 -0.849 -1.657 0.017 0.245 -0.234
H -4.924 0.634 -1.504 0.010 0.022 -0.236
H -4.823 -0.329 -3.003 -0.098 -0.049 0.163
C -3.858 -4.036 2.192 0.182 -0.111 0.003
C -4.977 -3.137 1.952 0.005 0.122 -0.054
N -5.840 -2.409 1.750 -0.067 -0.107 0.033
H -4.192 -5.073 2.174 -0.046 0.024 -0.014
H -3.090 -3.898 1.430 -0.018 0.055 -0.006
H -3.413 -3.832 3.165 -0.037 0.049 0.003
C -6.794 3.281 -3.092 -0.036 0.208 0.166
C -6.486 2.105 -3.888 -0.037 0.056 0.064
N -6.245 1.171 -4.507 0.009 -0.119 -0.183
H -7.861 3.494 -3.123 0.002 -0.056 -0.046
H -6.501 3.120 -2.056 0.058 -0.040 -0.025
H -6.252 4.145 -3.472 0.036 -0.035 -0.008
C 4.174 1.024 2.835 -0.162 0.157 -0.042
C 5.012 -0.077 2.383 0.098 -0.054 -0.018
N 5.673 -0.944 2.018 -0.082 0.058 -0.039
H 3.121 0.771 2.756 0.011 -0.102 -0.078
H 4.388 1.269 3.871 0.099 -0.115 -0.027
H 4.345 1.916 2.236 0.033 -0.059 -0.082
C -0.398 3.308 -2.339 0.261 -0.066 0.017
C -1.836 3.288 -2.137 -0.114 0.031 -0.050
N -2.973 3.275 -1.977 -0.098 -0.025 -0.012
H 0.052 2.369 -2.018 -0.004 -0.003 0.024
H -0.152 3.463 -3.388 -0.103 0.021 -0.008
H 0.054 4.110 -1.758 -0.021 0.030 0.004
C 2.270 -6.233 -3.697 -0.233 0.003 -0.057
C 3.548 -5.540 -3.763 0.039 0.000 -0.045
N 4.560 -5.001 -3.816 -0.018 -0.034 0.033
H 2.275 -7.113 -4.338 0.070 -0.006 0.010
H 2.064 -6.564 -2.684 0.084 0.000 0.030
H 1.459 -5.578 -4.015 0.057 0.053 -0.003
C 7.693 -2.393 -1.395 0.160 -0.084 0.139
C 6.589 -2.023 -2.267 -0.060 -0.001 -0.012
N 5.705 -1.732 -2.939 0.229 -0.090 -0.128
H 8.344 -3.115 -1.887 -0.028 0.046 -0.038
H 8.284 -1.514 -1.143 -0.040 0.026 -0.023
H 7.310 -2.825 -0.472 -0.053 0.046 -0.012
C -0.336 1.860 2.024 -0.189 -0.132 -0.127
C 0.856 2.495 2.562 -0.113 0.346 -0.085
N 1.738 3.107 2.973 0.051 -0.152 0.057
H -0.244 0.775 2.000 0.059 0.028 0.054
H -1.200 2.134 2.631 0.094 -0.131 0.006
H -0.526 2.203 1.007 0.142 0.014 -0.032
C 4.174 2.871 7.087 -0.141 0.165 0.126
C 5.030 1.983 6.318 0.190 -0.024 0.028
N 5.721 1.295 5.711 0.024 0.049 0.135
H 3.554 3.467 6.419 0.023 -0.039 -0.048
H 3.525 2.296 7.745 0.025 -0.045 -0.023
H 4.784 3.538 7.694 0.069 -0.042 -0.026
C 7.866 -5.490 -4.364 -0.226 -0.154 -0.045
C 9.071 -4.815 -3.909 0.057 0.038 -0.058
N 10.010 -4.263 -3.546 -0.030 -0.022 0.038
H 8.069 -6.534 -4.596 0.104 0.021 0.029
H 7.092 -5.449 -3.600 0.007 0.059 0.000
H 7.468 -5.009 -5.256 0.049 0.073 0.021
C -9.221 -1.851 1.379 0.125 -0.215 0.174
C -9.967 -0.718 0.855 0.057 0.014 0.135
N -10.550 0.180 0.442 -0.059 0.054 0.134
H -9.092 -2.607 0.607 0.001 0.048 -0.070
H -8.229 -1.548 1.710 0.003 0.066 -0.082
H -9.747 -2.297 2.222 -0.067 0.075 -0.021
C 9.310 2.043 6.656 0.119 -0.134 -0.153
C 8.537 2.864 7.575 -0.168 0.020 0.015
N 7.898 3.501 8.284 0.008 -0.003 -0.018
H 8.640 1.531 5.965 -0.064 0.031 0.042
H 10.001 2.659 6.084 -0.021 0.042 0.031
H 9.882 1.296 7.204 -0.023 0.023 0.045
C -3.836 4.719 4.345 -0.107 0.252 0.117
C -3.412 3.377 3.981 -0.012 0.043 -0.153
N -3.076 2.328 3.655 -0.080 0.011 0.162
H -4.922 4.787 4.341 -0.012 -0.085 0.006
H -3.475 4.974 5.340 0.008 -0.070 0.029
H -3.435 5.441 3.633 0.007 -0.153 -0.007
C 0.482 5.870 1.091 0.268 -0.047 -0.166
C -0.883 5.909 1.595 -0.064 0.017 0.044
N -1.956 5.942 2.002 0.182 0.046 -0.110
H 0.549 6.266 0.079 -0.129 0.030 0.001
H 1.146 6.455 1.725 -0.076 -0.005 0.077
H 0.856 4.848 1.079 -0.034 -0.027 0.068
C -0.068 -7.466 -0.151 -0.158 0.164 0.211
C 0.518 -8.249 -1.228 0.015 -0.015 -0.073
N 0.975 -8.829 -2.107 -0.017 -0.022 0.077
H -0.671 -6.658 -0.564 0.021 0.007 -0.010
H -0.704 -8.085 0.479 0.017 -0.073 -0.062
H 0.703 -7.022 0.478 0.068 -0.043 -0.075
C 0.814 9.690 -0.627 -0.112 0.154 0.074
C 1.639 8.634 -1.197 0.025 -0.028 -0.021
N 2.285 7.796 -1.642 -0.051 -0.012 0.035
H -0.234 9.394 -0.626 0.017 -0.047 -0.025
H 1.116 9.896 0.399 0.042 -0.037 -0.009
H 0.914 10.605 -1.206 0.034 -0.030 -0.032
C -10.478 -0.754 -2.412 -0.265 -0.043 -0.476
C -9.137 -1.213 -2.095 0.119 -0.026 -0.110
N -8.078 -1.581 -1.850 -0.151 -0.084 0.046
H -11.212 -1.505 -2.126 0.035 -0.027 0.051
H -10.696 0.154 -1.871 -0.004 0.188 0.166
H -10.581 -0.562 -3.481 0.147 -0.097 0.021
```
Forces are in eV/Å.

---

2.
One molecule with the formula C9H9NS, computed with the ωB97M-V functional and the def2-TZVPD basis.

The calculation puts the calculated total energy at -801.0763 Ha. For the HOMO energy (spin up / spin down), the calculation gives -5.31 / -8.89 eV. The spin multiplicity is 3. The calculation puts the LUMO energy (spin up / spin down) at 0.032 / -0.078 hartree. As for the orbital gap (spin up / spin down): 6.2 / 6.8 eV. The expectation value of S² is 2.009. For the energy above the lowest of the compared OMol25 structures with the same formula, charge and spin, the calculation gives 44.31 kJ/mol.

Structure (XYZ):
```
20
Properties=species:S:1:pos:R:3:forces:R:3
C -2.867 1.045 -0.130 -0.846 -0.094 1.137
C -3.243 -0.221 -0.584 -0.915 0.233 1.114
C -1.626 1.213 0.504 0.202 1.348 -0.958
C -2.377 -1.269 -0.313 0.084 0.418 -1.368
C -0.724 0.166 0.682 0.420 0.058 -1.260
C -1.141 -1.116 0.252 1.399 -0.915 0.858
C 1.797 -0.766 -0.911 -0.891 -2.387 2.065
C 2.982 -0.475 0.068 -1.946 1.082 -0.565
C 1.612 0.097 0.201 5.114 -0.834 -2.426
N 0.641 0.490 0.894 -5.124 3.088 6.952
S -0.196 -2.654 0.416 -0.867 1.191 0.530
H -3.591 1.895 -0.087 0.806 -0.739 -0.582
H -4.265 -0.469 -0.920 0.769 0.471 -0.214
H -1.264 2.272 0.554 -0.245 -1.099 0.562
H -2.475 -2.204 -0.793 -0.878 -1.082 -0.084
H 1.650 -0.232 -1.779 0.282 0.416 -2.583
H 1.184 -1.756 -0.741 1.903 1.519 -1.175
H 3.266 -1.250 0.712 0.374 -1.295 0.816
H 3.788 0.190 -0.197 0.103 0.072 -0.351
H 0.738 1.122 1.779 0.255 -1.452 -2.470
```
Forces are in eV/Å.

---

3.
A 3-piece molecular cluster, C14H21F16NO2P overall, computed with the ωB97M-V functional and the def2-TZVPD basis.

The calculation puts the calculated total energy at -2690.2013 Ha. Its total charge is +1. For the HOMO energy, the calculation gives -13.09 eV. The calculation puts the LUMO energy at -0.121 hartree. As for the orbital gap: 9.8 eV. For the energy above the lowest of the compared OMol25 structures with the same formula, charge and spin, the calculation gives 0.00 kJ/mol.

Structure (XYZ):
```
55
Properties=species:S:1:pos:R:3:forces:R:3
C 5.607 -4.863 -1.524 -0.818 -0.056 -0.063
C 5.069 -3.588 -2.325 1.045 -1.000 0.600
P 4.118 -2.514 -1.141 0.381 -0.110 -0.606
C 2.272 -2.376 -1.489 -1.105 0.096 -0.082
N 1.698 -3.463 -2.262 0.592 0.177 0.970
C 1.751 -4.771 -1.569 0.126 -0.799 -0.693
H 6.605 -5.191 -1.878 -0.739 0.281 0.135
H 5.650 -4.688 -0.427 0.203 -0.076 -0.758
H 4.859 -5.671 -1.686 0.769 0.331 0.209
H 4.477 -3.970 -3.180 0.030 0.619 0.546
H 5.972 -3.086 -2.741 -0.950 0.226 0.383
H 4.255 -3.096 0.155 0.115 0.405 -0.610
H 4.778 -1.244 -1.113 -0.454 -0.598 0.201
H 1.771 -2.384 -0.493 0.609 0.063 -0.609
H 2.019 -1.380 -1.923 0.523 -0.729 0.124
H 2.116 -3.558 -3.181 -0.241 0.234 0.021
H 1.862 -4.694 -0.468 -0.088 0.186 -0.661
H 0.833 -5.366 -1.782 0.581 0.521 0.190
H 2.606 -5.355 -1.988 -0.529 0.142 0.612
C -0.420 -2.290 3.099 0.395 -0.451 -0.290
C -1.279 -1.852 4.312 0.731 0.498 -0.055
C -2.737 -1.449 4.054 -0.781 -0.145 0.318
F -2.857 -0.390 3.238 0.468 0.181 -0.384
F -3.324 -1.099 5.219 0.280 -0.195 0.130
F -0.623 -0.879 4.977 -0.133 0.198 -0.097
F -1.322 -2.923 5.149 -0.233 -0.207 -0.228
O 0.483 -1.335 2.499 -0.708 0.815 -0.041
C 0.039 -0.439 1.519 -0.182 -1.619 0.825
C 0.116 1.025 1.973 0.282 0.582 0.266
F -0.591 1.243 3.086 -0.199 -0.362 0.108
F -0.387 1.833 1.011 0.027 -0.205 -0.330
F -1.173 -0.796 1.086 -0.270 0.389 -0.049
F 0.873 -0.602 0.458 0.268 0.387 -0.052
H 0.256 -3.049 3.497 -0.006 0.211 0.116
H -1.009 -2.810 2.344 -0.224 0.290 -0.019
H -3.305 -2.281 3.627 0.154 -0.107 -0.014
H 1.151 1.314 2.172 0.087 -0.167 -0.135
C -2.615 3.565 -0.730 -0.242 -0.251 0.589
C -2.195 3.732 -2.212 -0.984 0.124 0.257
C -1.145 4.799 -2.547 0.615 0.058 -0.389
F -1.530 6.042 -2.235 -0.423 0.124 0.361
F -0.904 4.801 -3.882 -0.084 -0.346 -0.007
F -3.302 3.903 -2.962 0.097 0.194 -0.078
F -1.658 2.534 -2.593 0.375 0.038 0.130
O -3.833 4.187 -0.284 0.389 0.811 -0.699
C -3.848 5.526 0.134 0.618 -1.412 0.290
C -4.705 6.416 -0.775 -0.512 0.271 -0.257
F -4.290 6.378 -2.053 0.319 -0.226 -0.065
F -4.631 7.702 -0.369 0.126 -0.075 0.286
F -2.595 5.978 0.290 0.129 0.367 -0.301
F -4.396 5.527 1.362 -0.350 0.162 -0.037
H -2.825 2.499 -0.615 -0.091 0.105 -0.172
H -1.791 3.759 -0.044 0.051 0.319 -0.152
H -0.199 4.593 -2.036 -0.067 -0.152 0.085
H -5.748 6.096 -0.750 0.034 -0.118 0.181
```
Forces are in eV/Å.

---

4.
C38H52Cl2P2Sm as an isolated structure, computed with the ωB97M-V functional and the def2-TZVPD basis.

The calculation puts the calculated total energy at -3740.3022 Ha. Its total charge is -1. For the HOMO energy (spin up / spin down), the calculation gives -2.00 / -2.09 eV. The spin multiplicity is 6. The calculation puts the LUMO energy (spin up / spin down) at 0.089 / 0.089 hartree. As for the orbital gap (spin up / spin down): 4.4 / 4.5 eV. The expectation value of S² is 8.777.

Structure (XYZ):
```
95
Properties=species:S:1:pos:R:3:forces:R:3
P -0.559 0.681 -1.482 0.080 -0.106 0.210
C -2.197 0.225 -2.165 -0.070 0.442 -0.011
C -2.654 1.082 -3.335 -0.456 -0.116 -0.411
C -4.098 0.710 -3.708 0.049 0.078 -0.068
C -4.243 -0.786 -4.007 0.012 0.036 0.079
C -3.733 -1.636 -2.841 0.168 0.099 -0.018
C -2.285 -1.267 -2.489 -0.175 -0.255 -0.139
C 0.855 0.085 -2.458 -0.086 0.295 -0.335
C 0.753 0.504 -3.912 0.600 -0.123 -0.637
C 2.064 0.163 -4.643 -0.181 0.052 -0.092
C 2.412 -1.323 -4.503 0.021 0.016 0.095
C 2.469 -1.744 -3.031 -0.123 0.063 -0.040
C 1.159 -1.410 -2.308 0.064 -0.101 0.146
C -0.463 2.526 -1.505 -0.141 -0.224 -1.150
C -1.608 3.158 -0.707 -0.008 0.059 -0.006
C -1.600 4.683 -0.869 0.008 -0.087 0.108
C -0.245 5.280 -0.472 -0.027 -0.064 -0.061
C 0.898 4.622 -1.249 0.014 -0.106 0.071
C 0.893 3.097 -1.077 -0.015 0.038 0.008
H -2.878 0.414 -1.307 0.354 -0.091 -0.409
H -1.996 0.918 -4.201 -0.155 0.047 0.105
H -2.608 2.152 -3.095 -0.002 -0.201 -0.048
H -4.423 1.306 -4.568 -0.041 -0.054 0.039
H -4.754 0.974 -2.866 0.073 -0.035 -0.090
H -5.289 -1.028 -4.227 0.054 0.032 -0.007
H -3.664 -1.030 -4.908 -0.027 0.017 0.052
H -4.364 -1.468 -1.957 0.081 -0.030 -0.103
H -3.794 -2.702 -3.086 -0.019 0.095 0.023
H -1.926 -1.878 -1.650 -0.007 0.262 -0.155
H -1.638 -1.487 -3.352 -0.126 -0.001 0.067
H 1.699 0.611 -1.979 -0.180 -0.089 -0.158
H 2.875 0.766 -4.212 -0.067 -0.051 -0.027
H 0.541 1.579 -4.008 0.046 -0.182 0.006
H -0.077 -0.032 -4.396 0.156 0.068 0.085
H 1.983 0.441 -5.700 0.064 -0.030 0.030
H 3.365 -1.536 -4.998 -0.057 0.021 -0.001
H 1.646 -1.920 -5.018 0.043 0.046 0.038
H 2.679 -2.817 -2.943 -0.033 0.156 0.001
H 3.291 -1.213 -2.529 -0.081 -0.072 -0.060
H 1.240 -1.671 -1.246 -0.123 0.063 -0.346
H 0.343 -2.016 -2.725 0.152 0.092 0.084
H -0.605 2.735 -2.574 -0.009 0.702 0.019
H -2.582 2.742 -1.005 0.264 0.106 0.132
H -1.497 2.902 0.362 -0.065 0.077 -0.245
H -1.814 4.933 -1.917 0.030 -0.020 0.078
H -2.405 5.121 -0.266 0.090 -0.011 -0.061
H -0.082 5.122 0.603 -0.045 0.003 -0.145
H -0.244 6.363 -0.637 0.001 -0.069 0.027
H 1.864 5.025 -0.925 -0.085 0.003 -0.020
H 0.794 4.857 -2.317 0.002 0.003 0.094
H 1.710 2.657 -1.666 -0.185 0.089 0.156
H 1.100 2.833 -0.026 -0.029 0.067 -0.253
Sm -0.398 0.143 1.079 -0.745 -1.251 0.491
Cl 2.075 0.256 0.734 2.006 0.627 0.017
Cl -2.890 0.358 1.179 -1.945 0.760 0.376
C -0.791 -1.937 0.632 -0.022 2.986 -0.002
H -1.854 -2.035 0.452 -0.291 -0.650 0.176
C 0.010 -3.041 0.678 0.274 -1.153 -0.315
C 1.446 -3.067 0.734 -0.620 -0.037 -0.004
C 2.102 -4.276 0.743 -0.132 -0.247 0.025
C 1.386 -5.480 0.716 0.231 -0.332 0.033
C -0.015 -5.453 0.673 0.149 -0.426 0.037
C -0.694 -4.261 0.654 0.709 -1.100 0.029
H 1.984 -2.119 0.758 -0.079 -0.470 0.039
H 3.189 -4.291 0.776 -0.068 -0.049 0.009
H -0.576 -6.386 0.651 0.126 0.002 -0.002
H -1.775 -4.211 0.616 -0.031 -0.138 0.001
H 1.915 -6.431 0.728 -0.067 0.109 -0.003
C -0.670 -0.249 5.287 -0.565 0.111 0.479
P 0.199 -0.081 3.708 -1.685 -0.651 0.888
C 0.759 1.637 3.995 1.241 -0.072 0.235
C 0.379 2.651 3.088 0.219 -0.290 0.373
C 0.699 3.979 3.371 0.017 -0.206 0.288
C 1.384 4.303 4.548 -0.143 -0.231 -0.256
C 1.752 3.297 5.439 -0.026 -0.006 0.011
C 1.441 1.966 5.166 0.059 0.774 -0.268
C 1.084 -1.669 3.926 1.202 0.627 0.384
C 2.396 -1.700 4.389 -0.128 -0.631 -0.076
C 2.978 -2.934 4.679 0.046 -0.116 0.020
C 2.258 -4.115 4.512 -0.068 0.127 -0.007
C 0.938 -4.073 4.056 0.245 0.103 0.237
C 0.343 -2.852 3.772 -0.001 0.303 -0.003
H -1.356 0.588 5.395 -0.114 0.028 0.191
H 0.044 -0.266 6.124 -0.227 -0.003 -0.181
H -1.235 -1.180 5.285 -0.005 0.024 0.058
H -0.181 2.405 2.171 0.357 0.383 0.642
H 0.408 4.769 2.686 0.017 -0.117 0.065
H 1.620 5.342 4.765 -0.016 -0.174 -0.031
H 2.278 3.548 6.355 -0.045 0.011 -0.100
H 1.721 1.196 5.876 0.010 0.006 -0.076
H 2.946 -0.776 4.541 0.011 -0.126 -0.099
H 3.998 -2.968 5.051 -0.064 -0.036 -0.057
H 2.715 -5.076 4.749 -0.063 0.244 -0.106
H 0.373 -4.993 3.929 0.095 0.175 -0.071
H -0.694 -2.820 3.435 0.325 0.100 -0.104
```
Forces are in eV/Å.